1.
Molecular formula: C21H22O7
Method: DFT, ωB97M-V/def2-TZVPD

Structure (SMILES): C/C=C/C1=CC2=CC(=O)[C@@](C)(OC(=O)c3c(C)cc(O)cc3O)[C@@H](O)[C@@H]2CO1
Net charge: 0
Total energy in Eh: -1339.9913
Energy above the lowest of the compared OMol25 structures with the same formula, charge and spin in eV: 3.689
Strongest force on any atom in hartree/bohr: 0.0946

The geometry in XYZ format:
```
50
C21H22O7 (ωB97M-V/def2-TZVPD)
C 3.4605 1.9516 1.3715
C -5.0424 1.0778 -4.5551
C 1.3373 -2.2665 1.5905
C -3.3858 1.6565 -2.7117
O 1.7917 0.1331 1.4355
C -0.2253 2.5617 0.8646
H 3.3801 -3.1346 0.4998
C 0.5064 1.2244 -1.2066
C 1.9766 1.5541 -0.7841
H 0.3125 0.1217 -1.0409
C 0.0718 -4.3123 3.0640
H -1.1295 3.1050 1.3406
O 3.1385 -3.8509 1.2267
H -0.4218 -0.1080 3.1495
O -0.7310 -5.2579 3.7970
H -1.5595 -2.9044 3.4005
C 1.9524 -3.5113 1.7166
H -4.9614 2.0727 -5.0432
H -0.1929 -5.9320 4.1065
O 1.0402 2.3460 2.7578
O 2.9608 0.7628 -1.3970
C -1.7444 2.2423 -1.0209
H -0.4999 -0.2046 1.3277
O 2.9861 -1.3823 0.1018
H -2.5251 2.7852 -0.4537
C 0.0990 -2.0203 2.2568
C -0.5724 -3.0689 2.9714
C -3.7282 0.9377 -3.8378
H -5.9174 0.9641 -3.8530
H 0.8864 0.7033 -3.2251
C 2.0281 -1.0901 0.8621
H -5.0551 0.3719 -5.3578
H -2.8446 0.4398 -4.3341
C 0.2385 1.4651 -2.6873
C 1.2937 -4.4627 2.5389
C -2.0717 1.6667 -2.1562
H -4.1647 2.2863 -2.2048
H -1.8092 -0.8481 2.3174
H 1.8163 -5.3705 2.5234
H 2.1542 2.6129 -1.1869
C 2.0788 1.4292 0.8817
H 4.1873 1.3896 0.7788
H 3.6603 3.0610 1.3381
C 0.9934 2.3122 1.5522
C -0.7095 -0.7335 2.3091
H 2.7711 -0.1352 -1.2375
C -0.5282 2.0755 -0.4091
O -1.0969 1.0377 -2.8587
H 3.4430 1.7027 2.4130
H 0.3521 2.5436 -2.9322
```

2.
Molecular formula: C27H57AsF3IO24PS6
Method: DFT, ωB97M-V/def2-TZVPD

Net charge: -1
Total energy in Eh: -8431.9976
Strongest force on any atom in hartree/bohr: 0.0598

The geometry in XYZ format:
```
120
C27H57AsF3IO24PS6 (ωB97M-V/def2-TZVPD)
O -1.7077 -4.0587 2.6186
H -4.4082 0.0910 -1.2096
I -0.6308 0.0789 4.6564
O -5.1225 10.5454 9.0597
H 2.7929 0.4133 3.0871
C -3.9835 7.4870 8.4645
O 5.6613 -8.9174 -3.0118
H 7.6151 -8.5384 0.6224
C -2.4063 -3.5986 -5.8390
H 0.7261 4.2165 -7.6514
H -2.3030 -0.6005 -1.7506
C 3.1735 -7.4746 -4.4840
H -3.4134 3.0822 2.3678
C 4.1170 1.2861 -0.0619
C -1.5839 -0.4980 1.2026
O 7.2479 -9.4592 -1.2043
C -2.7067 3.9461 4.3728
C -2.3328 0.5437 -1.7376
C 2.8734 -7.0570 -3.0587
F -0.8932 5.3787 5.1459
C -1.6508 2.5125 1.2391
S -5.5187 9.2181 9.3947
H 2.2743 -7.8112 -2.5425
H -1.0686 3.4704 1.4029
C 7.9238 -8.4716 -0.4195
H -0.7292 -2.5581 0.7111
H -2.8431 1.5063 2.9856
O 1.9738 -7.1869 -5.2120
H -1.6628 -4.8426 -4.2368
C 0.9398 2.5818 0.0828
O -1.7922 3.1884 3.6156
H -2.9492 -2.6767 1.7124
H 1.7568 3.1947 -1.8732
C -1.3621 -3.9657 -4.8021
O -0.0871 -6.2375 -4.2666
C 1.8962 2.3336 -1.1307
H -2.4314 0.7980 -2.8268
S 1.2607 -5.8926 -4.5590
H -0.3895 -4.1316 -5.2414
O 1.9975 -0.0379 2.7571
C -2.4806 2.4530 2.5414
H 2.6471 2.5650 -6.7409
H -5.8678 1.8702 -0.7749
H -2.2591 -0.2946 2.0725
O -3.4274 -2.4899 -2.6683
O -5.1630 8.2395 8.1609
S 7.0578 -8.9203 -2.7141
O -4.4529 8.6207 10.4527
H -4.2856 1.8581 -3.0141
H 8.9986 -8.6546 -0.4925
C 3.4701 2.4641 -0.8642
H 3.9192 2.4193 -1.9033
C 1.7092 3.3311 1.2395
H -1.5081 -4.8042 4.5436
O -0.4406 3.0520 -3.7715
S -2.7560 -2.1175 -3.8687
H -3.5892 3.3570 4.7301
O -3.4299 -2.9219 -5.1050
H 0.2168 3.3685 -0.2863
H 3.7487 3.4897 -0.4964
C 1.1832 4.1769 -6.6641
H 6.5440 -6.8312 -0.7449
O -5.7436 2.3022 -1.6360
H 3.6541 1.1066 0.9348
H 0.6978 -1.3837 -0.8926
O -6.8333 8.9027 9.8496
H -3.0302 4.8455 3.7755
H 2.1479 4.2543 0.7350
O 1.7518 2.7721 -4.8810
H 8.2573 -6.3528 -0.8110
H -4.0119 6.5188 7.9692
C -0.9172 -4.1884 3.8109
O -2.5703 -0.7651 -4.2708
H 1.0410 3.7821 2.0222
H -3.7406 3.0734 -1.8077
H 1.7769 1.4367 -1.7737
H -2.3389 2.8141 0.3980
H -2.2899 -0.8593 0.4098
C -3.6870 0.9521 -1.0687
H 0.9555 2.0211 -6.6155
C -3.9743 7.3596 9.9760
H -2.9815 7.1521 10.3703
C -0.9551 1.0697 -1.2569
H 5.1946 1.5749 0.1437
O 0.2266 4.4990 -5.6552
O 1.6257 -4.7416 -5.3204
C -4.3294 2.1239 -1.9199
H 4.1775 0.3693 -0.6985
C 1.6732 2.7853 -6.3059
H -4.6681 6.5846 10.3124
H 3.9804 -6.8738 -4.9114
H 1.9944 4.9085 -6.6092
H -2.8118 -4.4709 -6.3489
S 1.2408 -0.5609 0.0779
H -2.3566 -2.1372 3.3215
H 2.6017 2.8141 1.6601
S 0.6655 3.7974 -4.2618
H -0.8262 2.0872 -1.7286
H -3.6784 1.1681 0.0254
F -1.2113 3.4950 6.2027
P 0.6690 1.0630 2.8171
C -1.8821 4.5309 5.5844
H -0.0628 -1.8123 2.3145
H -2.0026 -2.9004 -6.5783
O 8.0174 -9.5527 -3.5543
O 7.5277 -7.3973 -2.4557
As -0.3484 1.0389 0.6816
F -2.6913 5.1298 6.5246
C 7.5471 -7.1425 -1.0476
C -2.0461 -2.6757 2.3905
H -0.2073 0.4461 -1.8250
H 3.7778 -6.8606 -2.4867
O 1.3609 4.7628 -3.4759
C -0.8977 -1.8941 1.5873
O 2.0899 -5.8670 -3.1781
O -1.3194 -2.8506 -3.9069
H -3.1176 8.0510 8.1096
H 3.4273 -8.5292 -4.5631
H -0.6937 -3.2010 4.3038
H 0.0571 -4.6643 3.5254
```

3.
Molecular formula: C5H8N
Method: DFT, ωB97M-V/def2-TZVPD

Net charge: +1
Total energy in Eh: -249.5762
Energy above the lowest of the compared OMol25 structures with the same formula, charge and spin in eV: 6.774
Strongest force on any atom in hartree/bohr: 0.0764

The geometry in XYZ format:
```
14
C5H8N (ωB97M-V/def2-TZVPD)
H -2.0971 -0.0511 1.4237
H -2.2345 2.0472 -0.7169
C 1.3489 -2.0476 -0.1318
H 1.9499 -1.7063 -1.0386
C -1.6597 1.1448 -0.4486
H 0.3639 1.0452 -1.7400
C -1.4357 0.3421 0.6200
H 1.7174 -2.9428 0.2467
H 1.2631 2.2898 0.7381
H -0.1323 -1.7105 1.4224
N -0.1807 -0.1193 0.1444
C 0.4155 -1.3427 0.5025
H 0.9196 2.2977 -0.0943
C -0.2381 0.7536 -0.9276
```

4.
Molecular formula: C40H110F2N11O14PbS2
Method: DFT, ωB97M-V/def2-TZVPD

Net charge: +1
Total energy in Eh: -4433.7473
Energy above the lowest of the compared OMol25 structures with the same formula, charge and spin in eV: 13.315
Strongest force on any atom in hartree/bohr: 0.1513

The geometry in XYZ format:
```
180
C40H110F2N11O14PbS2 (ωB97M-V/def2-TZVPD)
C -9.8247 33.1420 17.2986
C -8.8669 30.8780 13.3059
H -10.6205 14.9527 12.0977
H -12.6753 13.3769 12.3643
H -2.9317 20.7503 24.0779
H -4.1193 22.5141 9.5212
H -9.4665 30.0138 13.0200
H -12.7441 15.2588 14.0310
H -10.8838 33.3421 17.1364
H -9.3528 18.3340 11.8756
H -13.5466 21.9162 11.5776
C -4.9938 11.8783 20.4027
C -9.5168 17.2613 11.7729
H 3.0680 15.3959 16.7778
H -15.2308 23.8465 8.4239
H -4.9123 18.5087 28.3190
C -14.8526 24.4720 9.2324
H -13.2116 16.7768 13.2722
H -7.9391 30.6458 12.7831
H -5.0198 27.8240 21.2337
H -10.4412 32.4338 15.1105
H -6.0092 10.7731 22.0740
H 0.3954 25.7260 20.1852
C -12.1142 23.6217 11.5214
O 6.4128 19.5891 17.5568
H 7.2881 19.9831 21.4178
H -13.8907 24.9992 11.4327
H -4.3950 21.3484 24.1375
H -5.3493 13.3115 22.0543
H -15.6778 24.5194 9.9430
C -3.9643 18.7087 24.0960
H -12.3800 21.8269 12.8900
H 0.0758 15.2656 14.6047
H 1.6956 15.6273 14.7288
H -14.4101 20.1536 20.8494
N -4.7421 25.4344 11.2104
C -12.7871 15.2894 11.7501
H -9.0198 16.8936 10.8752
H -5.6278 24.9803 11.3819
C 5.6159 20.4663 16.7172
H -11.0600 20.2561 22.1149
H -8.9581 29.1114 14.9731
H -5.6035 23.1486 9.6486
F -2.4540 22.1237 16.0091
O -13.7039 23.8559 9.7949
N -3.6901 11.2719 20.7220
H -4.2895 29.3308 20.6264
H 6.8768 17.2074 19.1069
N -13.2265 13.9021 11.7007
H -9.2558 33.8743 16.7258
H -4.3920 16.8157 28.0124
H 0.2242 24.9506 11.2902
H -4.4138 19.0319 23.1571
S -3.8713 21.5419 16.3910
H -0.5723 28.0439 18.7690
H 3.1825 13.0736 19.0546
H 4.5756 20.4293 17.0404
N -4.6815 23.0444 16.6621
C 2.1510 15.5785 17.3380
H 8.6815 19.2159 21.4441
H -16.1795 21.6834 19.5698
H -0.3547 26.4934 10.7805
H -10.7967 30.9287 15.6123
O -3.3766 18.0526 26.8560
H -5.9821 9.8992 20.5608
H 8.5708 19.1055 19.0094
H -15.9632 21.2628 22.4733
C -3.2629 19.4244 26.4063
Pb -3.9110 27.1777 15.0938
H -7.1863 14.7561 18.7164
H -5.1992 19.7959 25.4302
H 0.9976 14.0764 16.3607
H -11.7616 19.6272 20.6177
C 6.7546 20.0951 18.8415
H 0.5679 16.9127 15.2189
O -10.8717 16.8483 11.6772
O -5.5322 22.6118 18.9993
O -1.9048 25.3146 11.6910
O -6.2591 14.0372 20.4386
C -13.8763 21.0994 20.7565
S -5.7384 22.4576 17.5726
O 2.3443 14.7913 18.4994
C 0.7544 15.8389 15.2362
H -0.3090 26.7195 18.1080
H -16.2557 23.2232 19.9974
C -9.9226 31.5758 15.5382
H -3.7454 11.0730 21.7106
C -4.6057 17.7856 27.5632
C -4.1361 19.7831 25.1900
H -7.9268 31.7960 14.9844
H -9.6875 33.3048 18.3676
H -5.8688 13.6385 18.3502
H 3.6557 13.4857 17.3719
H -1.9445 25.5409 19.6835
H 6.1650 17.7436 20.5410
H -2.4018 25.3693 9.7254
H -4.2740 13.9359 20.8027
H -10.7676 23.6304 12.9702
C -6.2132 14.3980 19.0522
O -12.8994 21.1384 21.6708
H -0.5646 25.9908 21.6629
H -13.6623 22.9858 12.8934
N -11.3671 24.3288 12.5543
N -0.3552 15.2807 17.3906
H -14.0290 23.1029 21.0466
H -5.3543 17.5160 26.8182
C -4.6304 28.3326 20.3517
H -14.7970 22.3827 23.1580
H -3.4003 20.1092 27.2430
O -3.4526 20.8222 17.5949
H -4.0364 23.6374 11.6068
H -13.4812 21.0668 19.7411
H 5.8912 21.5209 16.7080
H 7.2049 21.0872 18.8098
C -13.2710 15.6922 13.1810
H -2.6992 27.0690 21.4760
N -3.6338 21.0590 24.7350
C -2.4999 24.6237 10.5144
H -13.3115 15.9375 11.0478
C -11.3035 15.5237 11.4687
H -16.2908 22.9488 22.4920
H 2.2001 16.6061 17.6981
C -13.0975 24.6056 10.7970
C -2.4434 27.5128 20.5139
H -14.6228 25.4515 8.8130
O -9.5896 31.8216 16.9083
C 2.8448 13.4780 18.1004
C 7.6978 19.2063 19.6542
H -9.3730 31.6936 12.7895
H -5.5641 28.3524 19.7896
C -14.7546 22.2933 20.9684
C -1.4856 26.5234 19.7944
C -0.2787 26.4115 20.6988
H 0.2462 27.3549 20.8490
H -5.5971 15.2894 18.9348
C -5.1978 13.3844 20.9773
H -2.9490 11.9572 20.6877
C -12.9249 22.5147 12.2434
H -12.0171 24.4751 13.3134
H -12.6756 25.5228 10.3862
H 7.8835 17.2873 20.5603
C -15.4863 22.2320 22.3272
H -8.9296 16.8063 12.5705
H -4.7443 25.9548 10.3448
H -2.9544 18.3192 23.9678
F -6.5614 23.7524 17.3392
O -3.5800 27.6424 19.7364
C -6.0492 10.8981 20.9920
C 7.1058 17.7990 19.9933
N -1.0637 27.1782 18.5980
C -11.9954 20.0510 21.5944
H -5.0663 11.8117 19.3172
H -2.2194 19.5935 26.1404
H 5.8834 20.1973 19.4884
H -11.4174 23.2010 10.7964
N -8.2769 29.7505 15.3574
C -3.9602 24.2761 10.7267
H -6.9982 11.3452 20.6962
H -4.6853 17.9178 24.3029
C -4.5819 23.5009 9.5060
H -12.4560 19.2686 22.1976
H 2.1156 12.7448 17.7558
O -6.6180 21.4158 17.0832
C -8.6945 31.0366 14.8360
C -0.5044 25.7229 11.5368
N -15.6022 22.4752 19.8145
H 5.5990 20.1074 15.6881
H -12.9122 13.5316 10.8153
H -11.1146 15.2991 10.4190
C 0.8488 15.1300 16.5969
H -1.7679 23.8276 10.3785
H -8.5466 29.8253 16.3279
H -0.4972 16.2708 17.5312
H -14.3177 15.3997 13.2649
N 8.1274 19.8392 20.8745
H -4.4294 23.9028 8.5043
O -4.2562 20.7681 15.1791
H -2.0318 28.4728 20.8255
H -0.2122 14.9530 18.3352
H -0.2345 26.1818 12.4879
```

Question: Look up the strongest force on any atom of the second one.
Answer: 0.0598 hartree/bohr